Density functional theory data (ωB97M-V/def2-TZVPD) for C30H46BrN3NiP2 as an isolated structure.

```
83
Properties=species:S:1:pos:R:3:lowdin_charge:R:1
N -5.290 -1.463 3.431 0.064
C -4.360 -0.639 3.927 -0.132
C -3.859 0.454 3.214 -0.023
C -4.304 0.655 1.885 -0.234
C -5.330 -0.191 1.400 -0.011
C -5.786 -1.242 2.212 -0.125
C -3.650 1.627 1.040 -0.036
Ni 0.888 0.165 -0.824 0.416
P 2.883 0.406 -1.762 0.911
C -3.921 1.825 -0.282 -0.028
C -2.890 2.379 -1.141 -0.215
C -2.694 1.858 -2.436 -0.013
C -1.482 2.067 -3.088 -0.139
C -0.465 2.725 -2.399 -0.587
C -0.718 3.485 -1.257 -0.131
C -1.947 3.290 -0.613 -0.025
Br 1.262 2.874 -3.325 0.898
H -2.801 2.129 1.515 0.108
H -4.833 1.449 -0.751 0.122
H -3.122 1.121 3.664 0.111
H -5.750 -0.042 0.408 0.104
H -3.996 -0.824 4.943 0.114
H -6.572 -1.915 1.854 0.117
H -3.476 1.246 -2.886 0.131
H -2.176 3.795 0.328 0.129
H -1.309 1.705 -4.096 0.108
H 0.046 4.149 -0.845 0.118
P -0.073 -1.696 -1.075 0.905
C 3.411 2.079 -1.170 -0.427
C 4.535 2.831 -1.869 -0.133
H 3.639 1.973 -0.100 0.092
H 2.493 2.688 -1.238 -0.017
H 4.740 3.727 -1.270 0.094
H 5.471 2.271 -1.932 0.060
H 4.261 3.183 -2.868 0.060
C 2.702 -0.021 -3.553 -0.418
C 3.869 0.436 -4.417 -0.127
H 1.773 0.452 -3.903 0.002
H 2.555 -1.114 -3.602 0.078
H 3.523 0.581 -5.449 0.093
H 4.302 1.386 -4.069 0.059
H 4.660 -0.323 -4.448 0.084
C 4.231 -0.726 -1.285 -0.373
C 5.633 -0.254 -1.645 -0.121
H 4.006 -1.675 -1.793 0.070
H 4.133 -0.883 -0.202 0.079
H 6.323 -1.095 -1.526 0.094
H 5.719 0.087 -2.684 0.060
H 5.979 0.550 -0.988 0.076
C 0.672 -3.274 -0.453 -0.356
C 2.191 -3.322 -0.509 -0.149
H 0.257 -4.086 -1.067 0.100
H 0.318 -3.452 0.571 0.064
H 2.546 -4.284 -0.121 0.095
H 2.571 -3.224 -1.534 0.067
H 2.632 -2.537 0.116 0.028
C -0.332 -2.203 -2.824 -0.372
C -1.256 -1.299 -3.622 -0.130
H -0.727 -3.228 -2.804 0.100
H 0.665 -2.249 -3.284 0.073
H -1.220 -1.591 -4.679 0.096
H -2.298 -1.373 -3.282 0.082
H -0.953 -0.251 -3.544 0.024
C -1.786 -1.713 -0.356 -0.344
C -1.911 -2.052 1.129 -0.127
H -2.397 -2.414 -0.948 0.106
H -2.188 -0.704 -0.543 0.068
H -2.977 -2.097 1.387 0.075
H -1.481 -3.031 1.388 0.074
H -1.458 -1.279 1.768 0.069
N 1.667 -1.332 1.926 0.138
C 1.687 0.050 2.069 -0.342
C 2.297 0.654 3.180 0.016
C 2.057 2.001 3.428 -0.007
C 1.282 2.706 2.497 -0.035
C 0.874 2.088 1.325 -0.106
N 1.115 0.768 1.069 0.004
H 0.739 -1.739 1.793 0.073
H 2.183 -1.827 2.644 0.121
H 2.883 0.024 3.846 0.129
H 2.428 2.495 4.324 0.132
H 1.007 3.749 2.635 0.123
H 0.361 2.638 0.541 0.069
```

ΔE to the lowest compared entry with this formula, charge and spin (kcal per mole): 1.92
HOMO level (alpha / beta) (eV): -13.147 / -13.145
⟨S²⟩: 2.009
Energy (Eh): -6099.48916
E_LUMO (alpha / beta) (eV): -5.78 / -7.57
Kohn-Sham gap (alpha / beta) (eV): 7.36 / 5.58
Total charge: +2
2S+1: 3